This record from the Open Molecules 2025 dataset describes the molecule C5H13N3. The level of theory is ωB97M-V/def2-TZVPD.

Structure (XYZ):
```
21
Properties=species:S:1:pos:R:3:forces:R:3
C 2.3276 0.3758 -1.6131 -0.144 0.671 1.479
C 1.2029 0.3824 -0.4671 2.589 1.311 0.058
C -0.1971 0.7024 -0.9457 -0.022 1.330 -1.046
C -1.2685 0.8305 0.0923 -1.018 -2.085 0.957
N -1.2625 -1.8265 -0.0867 -0.321 -1.162 0.227
C -1.5333 -1.4064 1.2450 1.497 0.908 -0.323
N -1.0273 -0.0251 1.3105 1.706 0.361 0.095
N 1.5029 1.1536 0.7206 0.974 -0.375 -2.247
H 1.9697 0.0105 -2.5666 -0.244 -0.131 -0.117
H 2.7178 1.4061 -1.7543 -0.233 -0.533 0.008
H 3.1693 -0.2702 -1.2771 -0.540 0.463 -0.231
H -2.5851 -1.5601 1.5150 -0.238 0.363 -0.008
H -0.5105 -0.0686 -1.6565 0.370 0.034 0.148
H -0.1373 1.6800 -1.4688 0.081 -0.475 0.066
H -1.5282 1.8242 0.4198 0.168 0.316 -0.078
H -2.1214 0.3584 -0.4312 -0.185 0.508 0.598
H -1.3596 -2.8619 -0.1291 0.529 0.516 0.063
H -0.9371 -1.8961 2.0568 -0.424 -0.325 -0.409
H 1.2086 -0.6819 -0.1989 -0.838 -1.041 0.612
H 0.0376 -0.0586 1.5032 -2.568 0.211 -0.372
H 2.3949 1.6956 0.5074 -1.141 -0.866 0.519
```
Positions in Å, forces in eV/Å.

Output
* relative energy (zero: lowest compared OMol25 entry of this formula, charge and spin): 734.3 kJ/mol
* charge: 0
* spin multiplicity: 1
* Kohn-Sham gap: 0.150 Ha
* HOMO: -7.23 eV

=====

This record from the Open Molecules 2025 dataset describes the molecule C5H13N3. The level of theory is ωB97M-V/def2-TZVPD.

Structure (XYZ):
```
21
Properties=species:S:1:pos:R:3:forces:R:3
C -1.2874 -1.6162 0.5139 0.489 0.073 -0.082
C -1.1001 -0.1696 0.2557 -5.114 2.929 -1.442
C -2.5066 0.7174 0.0083 1.651 -2.016 0.816
C -0.0898 0.6158 0.0537 5.395 -3.730 1.494
N 0.1682 1.9581 0.0021 0.096 0.434 -0.568
N 1.2844 -0.3128 0.2753 -1.753 2.478 -0.225
C 1.7603 -0.8514 -0.9804 0.122 0.243 -0.232
N 2.2485 0.5152 0.9129 0.397 -0.221 0.216
H -2.0230 -1.7610 1.3061 0.002 -0.019 0.034
H -1.6552 -2.1304 -0.3771 -0.020 -0.055 0.000
H -0.3356 -2.0498 0.8107 -0.054 -0.178 0.068
H -2.4195 1.5440 -0.6951 0.255 -0.047 0.048
H -3.2470 0.0248 -0.3827 -0.216 0.020 0.005
H -2.8275 1.0825 0.9828 -0.172 0.129 -0.054
H -0.4544 2.4733 -0.6015 0.100 0.148 -0.037
H 1.1630 2.1532 -0.1481 -0.714 -0.015 0.149
H 2.6524 -1.4698 -0.8157 -0.198 0.064 0.078
H 0.9778 -1.4680 -1.4187 0.003 -0.024 -0.056
H 2.0328 -0.0637 -1.7075 -0.023 -0.094 0.010
H 3.0212 0.8180 0.3144 -0.247 -0.311 -0.079
H 2.6376 -0.0094 1.6910 0.001 0.192 -0.144
```
Positions in Å, forces in eV/Å.

Output
* relative energy (zero: lowest compared OMol25 entry of this formula, charge and spin): 288.5 kJ/mol
* SMILES: CC(C)=C(N)N(C)N
* charge: 0
* spin multiplicity: 1
* Kohn-Sham gap: 0.324 Ha
* HOMO: -7.84 eV

=====

This record from the Open Molecules 2025 dataset describes a structure of composition C5H13N3. The level of theory is ωB97M-V/def2-TZVPD.

Structure (XYZ):
```
21
Properties=species:S:1:pos:R:3:forces:R:3
C 0.3529 -0.3035 -0.0709 1.078 1.431 -1.943
C -0.3324 0.8981 0.2883 -2.683 -0.848 2.782
C 0.8682 0.6134 -1.7766 0.555 -1.541 1.615
C 1.6212 -0.6573 0.6713 -0.160 0.252 -0.181
N -0.5046 -1.3645 -0.3670 -0.565 -0.298 -0.088
N 0.3642 -0.1471 -2.8330 -0.107 -0.279 -0.559
C -2.0631 0.7205 2.6208 0.252 0.868 0.292
N -1.6678 0.1696 1.5747 1.131 0.406 -1.307
H -0.0653 -2.2751 -0.3377 -0.077 0.130 0.123
H -1.3344 -1.3007 0.2441 0.482 -0.183 -0.420
H -0.6147 0.0308 -3.0229 0.084 -0.137 0.106
H 0.4992 -1.1445 -2.6835 -0.214 0.283 -0.101
H 0.2510 1.7082 0.7188 -0.176 -0.052 -0.016
H -1.2001 1.1577 -0.3017 0.272 0.228 -0.311
H 0.6223 1.6641 -1.8956 -0.267 0.023 0.447
H 1.9414 0.5006 -1.6494 0.159 0.063 -0.243
H 2.1972 -1.3957 0.1089 0.021 -0.034 0.055
H 2.2469 0.2209 0.8242 0.082 0.032 -0.041
H 1.3726 -1.0686 1.6522 -0.005 -0.072 -0.007
H -1.6289 1.6460 3.0495 -0.075 -0.146 -0.095
H -2.9258 0.3270 3.1855 0.213 -0.126 -0.108
```
Positions in Å, forces in eV/Å.

Output
* relative energy (zero: lowest compared OMol25 entry of this formula, charge and spin): 394.5 kJ/mol
* charge: 0
* spin multiplicity: 1
* Kohn-Sham gap: 0.294 Ha
* HOMO: -7.03 eV

=====

This record from the Open Molecules 2025 dataset describes the ion C5H13N3 with charge +2. The level of theory is ωB97M-V/def2-TZVPD.

Structure (XYZ):
```
21
Properties=species:S:1:pos:R:3:forces:R:3
N -1.2034 -0.8501 -1.5373 -1.470 -1.486 -1.356
C -0.4211 -0.6204 -0.4432 0.611 2.532 2.107
C -0.1851 -1.6101 0.7797 0.748 1.033 -1.145
N 1.0707 -1.0071 1.4809 1.938 -1.381 -1.901
C 1.8157 -0.0214 0.5238 -1.795 0.323 -2.186
C 0.7032 0.4118 -0.4573 0.276 0.006 -0.444
C -0.4939 1.1041 0.1731 0.861 -3.520 -0.137
N -1.2412 2.0020 -0.6648 -0.077 3.449 1.327
H -2.0253 -1.4892 -1.4675 0.856 0.938 0.491
H -0.7911 -1.0720 -2.4498 0.411 0.347 0.637
H -1.0316 -1.7951 1.4973 1.027 0.235 -0.758
H 0.2619 -2.5158 0.3376 -0.897 -0.037 0.239
H 1.7211 -1.8402 1.6421 -1.002 1.537 0.500
H 0.9080 -0.4697 2.3131 -0.241 -0.220 0.865
H 2.6682 -0.2816 -0.1488 -0.494 -1.129 1.360
H 2.0742 0.8648 1.0302 0.653 0.663 1.278
H 1.1733 0.8318 -1.4206 -1.119 -0.694 1.356
H -0.6520 1.2288 1.2639 0.278 0.176 -1.013
H -2.0694 2.3415 -0.1820 -1.243 -1.060 -0.086
H -1.4375 1.8129 -1.6385 -0.158 -0.890 -0.447
H -0.8447 2.9749 -0.6319 0.837 -0.824 -0.685
```
Positions in Å, forces in eV/Å.

Output
* relative energy (zero: lowest compared OMol25 entry of this formula, charge and spin): 123.0 kJ/mol
* SMILES: N[C@@]12C[NH2+]C[C@@H]1[C@H]2[NH3+]
* charge: +2
* spin multiplicity: 1
* Kohn-Sham gap: 0.379 Ha
* HOMO: -16.92 eV

=====

This record from the Open Molecules 2025 dataset describes the ion C5H13N3 with charge +2. The level of theory is ωB97M-V/def2-TZVPD.

Structure (XYZ):
```
21
Properties=species:S:1:pos:R:3:forces:R:3
H 1.6181 -0.5229 1.6379 0.236 -1.763 -1.130
N 1.1055 0.3159 1.7851 -4.597 3.689 -2.235
N 0.1407 0.6524 0.9250 5.823 -4.690 3.122
C -0.4575 1.8443 1.2214 0.446 0.901 -0.116
N -0.1180 2.5619 2.1778 1.935 -1.043 2.576
C -0.2590 -0.1135 -0.2970 0.394 -2.361 0.379
C 0.2161 0.6222 -1.5267 -1.287 0.483 -0.712
C 0.1417 -1.6296 -0.2242 3.833 1.725 1.749
C -0.3667 -2.3959 -1.3782 -2.261 -1.874 0.115
H -1.0965 2.2046 0.4997 -2.004 0.611 -1.389
H -0.6346 3.3528 2.4444 -0.947 1.868 0.079
H 0.6242 2.2801 2.8748 -0.760 0.103 -0.836
H -1.3391 -0.2217 -0.2294 -0.434 0.851 0.046
H 0.6472 1.5965 -1.3379 -0.029 0.365 0.027
H -0.7323 0.7230 -2.0705 0.656 0.482 -0.540
H 0.9215 0.0825 -2.1488 0.163 -0.334 0.250
H 1.3400 -1.7183 -0.1488 -2.331 0.299 -0.446
H -0.1812 -1.9568 0.7438 -0.458 -0.650 0.620
H -1.5601 -2.5879 -1.2397 2.979 0.100 -0.455
H -0.2606 -1.7242 -2.2057 0.073 -0.358 -1.104
H 0.2508 -3.3657 -1.5030 -1.431 1.596 -0.001
```
Positions in Å, forces in eV/Å.

Output
* relative energy (zero: lowest compared OMol25 entry of this formula, charge and spin): 443.6 kJ/mol
* SMILES: [H]/N=[N+](/C=[NH2+])[C@@H](C)CC
* charge: +2
* spin multiplicity: 1
* Kohn-Sham gap (spin up / spin down): 0.224 / 0.224 Ha
* HOMO (spin up / spin down): -18.97 / -18.97 eV

=====

This record from the Open Molecules 2025 dataset describes the molecule C5H13N3O. The level of theory is ωB97M-V/def2-TZVPD.

Structure (XYZ):
```
22
Properties=species:S:1:pos:R:3:forces:R:3
C -1.6792 -1.6225 0.0157 0.138 0.150 0.186
C -0.4947 -0.8417 0.5718 0.140 0.293 -1.039
C 0.6768 -1.7427 0.9495 -0.171 0.311 -0.008
N -0.0739 0.1974 -0.4469 -0.398 -0.762 1.012
C 0.3194 -0.1843 -1.7840 -0.079 -0.055 -0.073
C 0.3426 1.3927 0.0510 0.259 0.718 0.556
N 0.7693 2.3551 -0.8463 -0.056 0.137 0.139
N 0.3603 1.5476 1.3322 -0.095 0.027 0.542
O 0.5953 2.9060 1.7274 0.147 -0.112 -0.524
H -2.0861 -2.2634 0.7953 -0.021 -0.139 -0.001
H -2.4629 -0.9397 -0.3038 -0.081 0.041 -0.045
H -1.3890 -2.2431 -0.8286 -0.016 -0.128 -0.100
H -0.8155 -0.2961 1.4617 0.105 0.059 -0.325
H 1.0305 -2.3117 0.0920 0.035 -0.114 -0.086
H 1.4940 -1.1349 1.3290 0.098 0.019 0.066
H 0.3725 -2.4406 1.7265 0.002 -0.109 0.050
H 0.4031 -1.2670 -1.8474 0.006 -0.018 -0.035
H 1.2864 0.2509 -2.0453 -0.025 -0.091 0.004
H -0.4197 0.1421 -2.5256 0.070 -0.101 -0.037
H 0.2653 2.4054 -1.7173 -0.035 0.002 0.029
H 0.8878 3.2518 -0.3951 -0.009 -0.028 -0.070
H 0.6176 2.8385 2.6884 -0.016 -0.101 -0.242
```
Positions in Å, forces in eV/Å.

Output
* relative energy (zero: lowest compared OMol25 entry of this formula, charge and spin): 218.0 kJ/mol
* SMILES: CC(C)N(C)/C(N)=N/O
* charge: 0
* spin multiplicity: 1
* Kohn-Sham gap: 0.315 Ha
* HOMO: -7.69 eV

=====

E for the records above, in order: -362.30260; -362.47238; -362.43201; -361.87531; -361.75321; -437.77105 a.u.